[1]
# C16H19F5MnN5OS

A structure of composition C16H19F5MnN5OS (the ωB97M-V functional and the def2-TZVPD basis, the Open Molecules 2025 dataset).

Summary:
Orbital gap (alpha / beta) (eV): 7.6 / 7.6
Spin multiplicity: 2
Total charge: +1
⟨S²⟩: 1.1202

Geometry (Å):
1 Mn -0.023 0.649 0.092
2 S 0.910 -1.316 1.138
3 F 4.295 0.145 -2.407
4 F 1.926 0.328 -1.165
5 F 5.490 -3.447 0.390
6 F 6.110 -1.761 -1.641
7 F 3.138 -3.264 1.655
8 O -4.325 -2.002 0.989
9 N 0.641 2.634 -0.626
10 N -4.659 -3.796 -0.353
11 N 0.647 1.541 1.872
12 N -1.832 1.539 0.742
13 N -1.175 -0.609 -1.144
14 C 4.938 -1.662 -1.025
15 C -1.585 2.550 1.797
16 C -0.490 2.001 2.692
17 C 1.698 2.534 1.577
18 C -3.071 -2.067 -0.996
19 C -3.163 -2.120 -2.379
20 C 2.818 -0.632 -0.745
21 C 2.447 -1.462 0.302
22 C 4.616 -2.522 0.015
23 C 3.395 -2.419 0.660
24 C -2.045 -1.328 -0.432
25 C -1.273 -0.666 -2.478
26 C 4.022 -0.700 -1.413
27 C -2.233 -1.417 -3.130
28 C -4.075 -2.626 -0.025
29 C 1.263 3.453 0.450
30 H -0.551 -0.085 -3.038
31 H -1.945 -1.324 0.646
32 H -2.448 0.811 1.106
33 H -2.358 1.956 -0.022
34 H 1.092 0.758 2.346
35 H 0.549 4.203 0.787
36 H -1.273 3.471 1.310
37 H -3.954 -2.675 -2.867
38 H -0.052 3.181 -1.126
39 H -0.184 2.716 3.459
40 H 1.982 3.109 2.463
41 H 2.127 4.001 0.073
42 H -0.882 1.120 3.208
43 H 1.352 2.418 -1.318
44 H -2.487 2.779 2.365
45 H -4.352 -4.345 -1.135
46 H -2.260 -1.427 -4.210
47 H -5.337 -4.186 0.280
48 H 2.575 1.963 1.263

Forces on the atoms, in the same order (eV/Å):
Mn 0.2036 0.0945 0.4897
S -0.0760 -0.2066 0.0618
F -0.0030 0.0116 -0.0156
F -0.0387 -0.1278 0.0281
F 0.0070 -0.0083 0.0056
F -0.0005 0.0064 -0.0066
F -0.0141 -0.0003 0.0074
O 0.0186 -0.0213 0.0156
N -0.1068 -0.0331 -0.2291
N -0.0296 0.0315 -0.0896
N 0.3374 0.3371 -0.0129
N -0.2221 -0.2295 0.1737
N 0.0617 0.2031 -0.2775
C -0.0089 0.0071 -0.0004
C 0.0528 -0.0229 -0.0582
C -0.0253 -0.1127 -0.0752
C -0.1306 -0.0559 0.0641
C 0.0434 0.0857 0.0091
C 0.0140 -0.0502 0.0352
C -0.1013 -0.1274 0.0633
C -0.0624 0.1552 -0.1413
C -0.0255 0.0305 -0.0192
C 0.0197 0.0121 -0.0077
C -0.0849 -0.0316 -0.0239
C 0.0901 0.0628 -0.0512
C 0.0272 -0.0853 0.0662
C 0.0439 -0.0001 0.0027
C 0.0206 -0.0331 0.0196
C 0.0688 -0.0086 -0.1035
H -0.0043 0.0064 0.0036
H 0.0120 0.0662 -0.0173
H -0.0323 0.0552 0.0337
H 0.0291 -0.0339 -0.0267
H -0.0509 -0.0274 -0.0293
H -0.0253 -0.0633 0.0505
H -0.0193 0.0034 0.0035
H -0.0120 0.0091 0.0023
H 0.0310 0.0618 0.0385
H -0.0045 0.0753 -0.0570
H -0.0293 0.0356 -0.0094
H -0.0151 0.0170 -0.0018
H 0.0308 0.0085 0.0371
H -0.0101 -0.0190 -0.0152
H 0.0131 -0.0541 0.0406
H 0.0061 -0.0303 0.0258
H -0.0122 -0.0033 -0.0027
H 0.0085 -0.0056 0.0067
H 0.0056 0.0155 -0.0129

---

[2]
# C16H19FNO2RuS

A structure of composition C16H19FNO2RuS (the ωB97M-V functional and the def2-TZVPD basis, the Open Molecules 2025 dataset).

Summary:
Orbital gap (alpha / beta) (eV): 7.6 / 5.7
Energy relative to the best compared isomer or geometry (same formula, charge and spin) (kcal/mol): 6.1
Spin multiplicity: 5
Total charge: +3
⟨S²⟩: 6.0438

Geometry (Å):
1 Ru -0.467 -0.377 -0.222
2 S 1.489 2.185 -1.856
3 F -5.437 -2.512 -2.443
4 O 0.610 1.278 -0.964
5 O 1.193 -1.981 -0.883
6 N 0.199 -1.310 1.458
7 C 0.148 -1.170 3.833
8 C 0.632 3.807 -1.936
9 C -4.394 -2.125 -1.810
10 C 1.147 -2.265 1.495
11 C -2.819 -2.506 -0.035
12 C -0.303 -0.775 2.599
13 C 1.156 4.606 -0.755
14 C 2.650 4.312 -0.680
15 C 2.805 2.796 -0.741
16 C -3.756 -0.935 -2.235
17 C -2.653 -0.541 -1.535
18 C 1.630 -2.708 2.715
19 C -3.939 -2.906 -0.716
20 C 1.652 -2.810 0.191
21 C -2.171 -1.343 -0.473
22 C 1.138 -2.154 3.886
23 H -0.440 3.621 -1.953
24 H 1.365 -2.424 -1.725
25 H 0.938 4.234 -2.894
26 H 1.301 -3.837 0.061
27 H -4.479 -3.804 -0.439
28 H -4.164 -0.377 -3.070
29 H 2.744 -2.828 0.208
30 H 3.088 4.694 0.242
31 H -2.160 0.406 -1.798
32 H 3.183 4.793 -1.500
33 H -2.446 -3.084 0.800
34 H 2.396 -3.473 2.741
35 H 3.768 2.454 -1.117
36 H 2.599 2.314 0.216
37 H -1.093 -0.037 2.492
38 H 0.974 5.669 -0.908
39 H 1.526 -2.474 4.845
40 H 0.653 4.322 0.171
41 H -0.262 -0.732 4.732

Forces on the atoms, in the same order (eV/Å):
Ru 1.0853 0.3014 -0.2114
S 0.6068 0.7929 -0.8091
F -0.2300 -0.1099 -0.1195
O -1.6176 -1.6184 1.2235
O -0.3445 0.1532 0.1502
N -0.4145 0.3396 -0.1483
C -0.0188 -0.0384 -0.1505
C 0.1341 -0.2955 0.2020
C 0.1271 0.0977 0.0120
C 0.0946 -0.0074 -0.0554
C -0.1711 -0.1223 0.0296
C -0.0338 -0.0898 0.3575
C 0.0584 0.2667 0.0471
C -0.0187 0.1748 0.1346
C -0.0377 -0.0519 -0.0361
C 0.1172 0.2753 -0.0180
C -0.3585 -0.0443 -0.2964
C -0.0537 0.0586 -0.0917
C 0.1932 -0.0977 0.3439
C 0.1652 -0.1647 0.0762
C 0.9516 0.4900 -0.0903
C 0.0186 0.0241 0.0329
H -0.0037 -0.0539 -0.0552
H -0.0419 0.0683 -0.0853
H 0.0240 -0.0552 -0.0408
H -0.0337 0.0186 -0.0010
H -0.0506 0.0132 -0.0816
H -0.0244 -0.0116 0.0184
H -0.0098 0.0261 -0.0296
H 0.0195 -0.0612 -0.0007
H -0.0321 -0.0613 -0.1131
H -0.0291 -0.0689 -0.0590
H 0.0102 -0.0065 -0.0123
H 0.0154 0.0044 -0.0104
H -0.0437 -0.0586 -0.0660
H -0.0426 -0.0044 -0.0039
H 0.0638 0.0365 0.0286
H -0.0527 -0.0313 -0.0215
H -0.0073 -0.0515 -0.0097
H -0.0108 -0.0625 -0.0260
H -0.0038 0.0257 -0.0137